Record 1
{"formula": "C19H22ClN3O2S", "method": "ωB97M-V/def2-TZVPD", "de_lowest_ev": 0.395, "smiles": "CN(Cc1nccs1)C(=O)[C@H]1CCC(=O)N(CCc2ccc(Cl)cc2)C1", "max_force_ha_per_bohr": 0.019, "homo_lumo_gap_ev": 9.241, "e_lumo_ev": 0.561, "homo_energy_ev": -8.7, "elements": ["C", "N", "C", "C", "N", "C", "C", "S", "C", "O", "C", "C", "C", "C", "O", "N", "C", "C", "C", "C", "C", "C", "Cl", "C", "C", "C", "H", "H", "H", "H", "H", "H", "H", "H", "H", "H", "H", "H", "H", "H", "H", "H", "H", "H", "H", "H", "H", "H"], "xyz": [[-0.673966, 0.230815, -3.493390], [0.327405, -0.334668, -2.617841], [1.547000, -0.789889, -3.246836], [2.351714, 0.343910, -3.788693], [2.010069, 1.580127, -3.756752], [2.945344, 2.384776, -4.316019], [4.040315, 1.747817, -4.799873], [3.908097, 0.050920, -4.543548], [0.326090, -0.236268, -1.265424], [1.248937, -0.661332, -0.595497], [-0.922730, 0.354165, -0.614623], [-1.947253, -0.757209, -0.380415], [-3.183220, -0.138227, 0.250944], [-2.866614, 0.582836, 1.548985], [-3.708225, 0.720719, 2.419500], [-1.617837, 1.075204, 1.683591], [-1.258922, 1.646009, 2.969935], [-1.098454, 0.566032, 4.057942], [-0.213897, -0.545743, 3.576300], [1.170742, -0.419869, 3.593092], [1.982046, -1.404606, 3.060235], [1.402055, -2.531397, 2.501019], [2.405109, -3.759812, 1.819558], [0.026117, -2.686969, 2.488575], [-0.772260, -1.693903, 3.027252], [-0.528422, 0.944990, 0.737276], [-1.677063, -0.012712, -3.149355], [-0.543210, -0.198744, -4.485188], [-0.562831, 1.314570, -3.576097], [1.312846, -1.499117, -4.049395], [2.129949, -1.312677, -2.480083], [2.768509, 3.444266, -4.344210], [4.902203, 2.160369, -5.282523], [-1.355498, 1.130597, -1.247860], [-2.207613, -1.256721, -1.315893], [-1.511298, -1.500658, 0.289681], [-3.638220, 0.584967, -0.432110], [-3.938364, -0.893276, 0.475199], [-2.054944, 2.331036, 3.274297], [-0.328617, 2.201976, 2.845727], [-0.681622, 1.036203, 4.949731], [-2.088693, 0.176927, 4.294564], [1.621130, 0.463740, 4.021981], [3.055199, -1.297561, 3.068482], [-0.412494, -3.574806, 2.059421], [-1.846702, -1.807768, 3.017518], [-0.090351, 1.939326, 0.582105], [0.248445, 0.301641, 1.168713]], "forces_ev_per_a": [[-0.267, 0.286, 0.028], [0.262, -0.207, -0.404], [-0.046, -0.421, 0.346], [0.796, -0.418, -0.374], [-0.807, -0.031, 0.471], [0.681, 0.091, -0.359], [-0.043, -0.151, 0.027], [-0.528, 0.434, 0.216], [-0.257, 0.126, 0.134], [0.219, -0.031, 0.224], [0.177, -0.132, 0.306], [-0.146, 0.183, -0.198], [0.035, -0.156, 0.082], [-0.135, -0.053, -0.488], [-0.291, -0.051, 0.302], [0.063, 0.162, 0.081], [-0.287, 0.014, 0.331], [-0.004, 0.139, -0.191], [-0.031, -0.043, 0.182], [-0.113, -0.102, -0.001], [0.027, -0.062, -0.057], [-0.171, 0.176, 0.108], [0.164, -0.197, -0.114], [0.124, -0.052, -0.048], [0.103, 0.095, 0.069], [0.465, -0.073, -0.310], [-0.039, -0.024, -0.031], [-0.035, -0.006, 0.001], [-0.065, -0.065, -0.057], [-0.010, 0.070, 0.085], [-0.112, 0.038, -0.219], [0.062, 0.198, -0.048], [0.171, 0.161, -0.099], [-0.044, -0.040, -0.015], [0.030, -0.044, 0.011], [0.040, -0.045, -0.036], [-0.027, -0.005, 0.009], [0.006, 0.118, 0.051], [0.161, 0.021, -0.016], [-0.027, -0.001, -0.038], [-0.030, -0.004, 0.057], [0.035, 0.047, 0.060], [0.059, 0.109, 0.053], [0.101, -0.019, -0.018], [-0.008, -0.089, -0.044], [-0.142, -0.011, 0.015], [0.009, -0.106, 0.034], [-0.124, 0.177, -0.119]], "mulliken_charge": [-1.03, 0.27, -1.24, 0.65, -0.30, -0.63, -0.15, -0.15, -0.14, -0.73, 0.42, -0.37, -0.72, 0.62, -0.70, 0.10, -1.20, -1.22, -0.09, -0.11, -0.73, 0.41, -0.25, -0.77, 0.08, -0.78, 0.37, 0.36, 0.31, 0.50, 0.38, 0.40, 0.43, 0.70, 0.46, -0.02, 0.36, 0.36, 0.47, 0.52, 0.48, 0.42, 0.42, 0.43, 0.46, 0.49, 0.29, 0.16]}

***

Record 2
{"formula": "C22H24FeNO4", "method": "ωB97M-V/def2-TZVPD", "charge": 1, "multiplicity": 5, "max_force_ha_per_bohr": 0.120, "homo_lumo_gap_ev": [5.691, 5.039], "e_lumo_ev": [-3.299, -6.612], "homo_energy_ev": [-9.0, -11.7], "elements": ["C", "O", "C", "C", "C", "C", "C", "C", "Fe", "C", "O", "C", "O", "C", "O", "H", "H", "H", "H", "H", "H", "H", "H", "H", "C", "N", "C", "C", "C", "C", "C", "C", "C", "C", "C", "C", "C", "H", "H", "H", "H", "H", "H", "H", "H", "H", "H", "H", "H", "H", "H", "H"], "xyz": [[4.230097, 0.582707, 0.105970], [4.084082, -0.668912, -0.593456], [2.779213, -1.137581, -0.869633], [1.986966, -0.539565, -1.911769], [0.558900, -0.131443, -1.523001], [-0.254925, -0.910820, -0.412035], [0.682944, -1.694553, 0.408591], [2.011994, -1.941986, 0.113664], [3.270611, -2.236626, -2.738940], [2.498024, -2.241159, -4.296091], [1.814190, -2.442155, -5.218004], [3.067068, -3.943963, -2.532392], [2.838568, -5.081836, -2.366514], [4.934204, -2.331981, -3.326265], [5.864628, -2.795541, -3.858485], [5.281067, 0.835448, -0.037751], [3.586073, 1.349652, -0.350416], [4.015770, 0.466519, 1.178763], [2.426431, 0.242953, -2.558936], [0.603790, 0.930254, -1.239405], [-0.069346, -0.093321, -2.430788], [-0.914750, -1.573953, -1.029342], [0.204807, -2.140369, 1.299189], [2.562430, -2.826714, 0.459186], [-2.928230, 2.237118, 3.066405], [-2.227055, 1.521986, 1.981823], [-2.297694, 0.192916, 1.812655], [-1.849179, -0.556694, 0.660402], [-2.435284, -1.972194, 0.859596], [-3.074766, -2.032729, 2.277978], [-3.014156, -0.616298, 2.863343], [-1.629476, 2.316267, 0.954921], [-0.238829, 2.416742, 0.834082], [0.295293, 3.210904, -0.181481], [-0.552574, 3.861548, -1.085835], [-1.937524, 3.714650, -0.969998], [-2.484522, 2.976725, 0.074590], [-2.755244, 3.309638, 2.947056], [-4.003193, 2.067599, 2.975842], [-2.599613, 1.917238, 4.063892], [-1.966923, 0.022808, -0.280197], [-3.105114, -2.324756, 0.047328], [-1.600131, -2.676961, 0.909941], [-4.114327, -2.334988, 2.173571], [-2.583728, -2.759164, 2.950086], [-2.419123, -0.606804, 3.791392], [-4.002470, -0.190061, 3.143671], [0.398826, 1.832836, 1.503265], [1.376581, 3.317705, -0.273395], [-0.138909, 4.506022, -1.863821], [-2.613245, 4.161012, -1.695119], [-3.562226, 2.811882, 0.185868]], "forces_ev_per_a": [[-0.269, -0.091, -0.174], [-1.089, -1.469, -0.356], [-0.641, 1.454, -0.504], [0.685, 1.110, 2.060], [-1.477, -0.443, -0.749], [3.758, -1.782, -1.005], [-1.493, -0.161, -0.563], [1.507, 0.002, -0.654], [-1.203, 3.071, 2.655], [-3.382, -0.889, -3.784], [2.056, 0.783, 2.106], [-1.510, -5.832, 1.245], [0.934, 3.533, -0.673], [4.753, -2.019, -2.699], [-2.524, 1.796, 1.754], [-0.194, 0.109, 0.104], [0.181, -0.140, 0.193], [-0.035, 0.007, -0.331], [0.110, -0.679, 0.211], [0.384, -0.087, 0.073], [0.231, -0.044, 0.208], [0.374, 0.237, 1.028], [0.693, -0.271, -0.528], [-0.312, 0.680, 0.848], [-0.089, -0.151, -0.258], [0.541, 0.666, -0.006], [0.117, -0.565, 0.346], [-2.414, 1.317, -0.529], [0.751, -0.095, 0.189], [-0.472, 0.072, -0.204], [0.628, 0.013, 0.319], [0.184, 0.285, -0.144], [-0.334, -0.148, -0.105], [-0.193, 0.071, -0.073], [-0.031, -0.008, 0.214], [-0.083, 0.082, 0.028], [0.252, -0.370, -0.135], [0.123, -0.276, 0.045], [-0.014, 0.022, 0.126], [0.027, 0.023, -0.337], [-1.100, -0.344, 0.916], [0.385, 0.428, 0.423], [-0.084, -0.191, -0.486], [-0.013, -0.153, 0.125], [-0.168, 0.303, -0.508], [-0.213, 0.009, -0.062], [0.572, -0.248, -0.413], [-0.174, 0.331, -0.110], [-0.263, 0.007, 0.028], [-0.107, -0.307, 0.187], [0.229, 0.089, 0.105], [0.407, 0.262, -0.141]], "mulliken_charge": [-0.58, -0.33, 0.55, -0.53, -0.16, 0.07, 0.01, -1.39, -0.02, 0.26, -0.32, 0.17, -0.31, 0.31, -0.31, 0.28, 0.23, 0.26, 0.61, -0.22, 0.45, 0.47, 0.46, 0.52, -1.08, 0.34, 0.01, 0.10, -0.57, -0.93, -0.63, -0.73, 0.19, -0.83, -0.41, -0.83, 0.22, 0.38, 0.38, 0.34, 0.56, 0.45, 0.20, 0.27, 0.33, 0.29, 0.39, 0.43, 0.40, 0.44, 0.41, 0.41]}

***

Record 3
{"formula": "C3H10NO4", "method": "ωB97M-V/def2-TZVPD", "charge": -1, "de_lowest_ev": 1.966, "max_force_ha_per_bohr": 0.142, "homo_lumo_gap_ev": 8.958, "e_lumo_ev": 4.037, "homo_energy_ev": -4.9, "elements": ["C", "C", "C", "O", "O", "N", "H", "H", "H", "H", "H", "H", "H", "H", "O", "H", "H", "O"], "xyz": [[0.911329, 1.832415, 0.150799], [1.456395, 0.564792, -0.448093], [0.892065, -0.627043, 0.477924], [-0.221745, -1.136518, 0.116581], [1.500951, -1.028735, 1.397829], [-0.496541, 1.981035, 0.250591], [1.165594, 1.884328, 1.235466], [1.188425, 2.769813, -0.495784], [1.160178, 0.301236, -1.460378], [2.544600, 0.420549, -0.420246], [-0.732612, 1.300240, 1.012941], [-1.043854, 1.683937, -0.560343], [-0.369225, -1.204787, -1.454576], [-1.426308, -1.028681, -2.418795], [-0.568585, -1.119689, -2.431661], [-1.703995, 0.026657, 0.664138], [-2.246907, -1.096701, 1.400703], [-2.537977, -0.408163, 0.874621]], "forces_ev_per_a": [[1.279, 2.373, -1.281], [-0.125, -2.377, 1.054], [-1.900, 0.782, -4.107], [-0.126, 0.364, -0.537], [3.297, -0.766, 4.154], [-2.383, -1.467, 1.436], [0.977, 0.418, -0.981], [0.496, -1.441, 1.442], [-0.393, 0.613, -0.154], [-0.119, 0.648, 0.276], [-0.348, 1.172, -0.922], [0.494, -0.009, 0.030], [0.097, 0.109, 0.083], [-7.265, 0.771, -0.177], [6.919, -0.842, -0.242], [-0.037, -0.596, -0.494], [0.969, -2.374, 1.438], [-1.830, 2.621, -1.017]], "mulliken_charge": [-0.67, -0.42, 0.52, -0.82, -0.66, -0.64, 0.38, 0.25, 0.33, 0.29, 0.31, 0.30, 0.42, 0.24, -0.71, 0.21, 0.34, -0.67]}

***

Record 4
{"formula": "C3H10N3O2", "method": "ωB97M-V/def2-TZVPD", "charge": -1, "de_lowest_ev": 0.156, "max_force_ha_per_bohr": 0.034, "homo_lumo_gap_ev": 8.727, "e_lumo_ev": 4.293, "homo_energy_ev": -4.4, "elements": ["N", "C", "O", "O", "H", "H", "C", "C", "N", "N", "H", "H", "H", "H", "H", "H", "H", "H"], "xyz": [[1.858022, 2.549838, 0.868896], [0.950318, 1.486758, 0.582608], [1.147743, 0.410202, 1.210066], [0.059402, 1.732121, -0.285988], [1.502152, 3.475709, 0.638146], [2.301711, 2.473213, 1.786907], [-0.226152, -1.338804, -1.002928], [-1.336636, -1.103559, 0.031023], [-0.872239, -1.556349, 1.337421], [-0.370494, -0.399384, -2.111927], [0.746058, -1.247411, -0.484828], [-0.326130, -2.406408, -1.414317], [-1.537918, -0.025802, 0.033115], [-2.260013, -1.629992, -0.247396], [-1.630271, -1.503904, 2.028372], [-0.136790, -0.910157, 1.596780], [-0.152748, 0.567268, -1.719912], [0.283981, -0.573344, -2.846045]], "forces_ev_per_a": [[0.137, 0.267, 0.337], [-0.490, -0.257, -0.142], [0.163, 0.870, -0.209], [0.834, 0.203, 0.713], [0.099, -0.501, 0.150], [-0.353, 0.042, -0.596], [-0.122, -1.328, -0.481], [0.136, 0.234, -0.154], [-0.783, -0.724, 0.439], [-0.347, 1.566, 0.673], [-0.406, -0.122, -0.141], [0.258, 1.263, 0.557], [-0.072, -0.094, -0.125], [0.165, 0.030, -0.036], [0.471, 0.111, -0.402], [0.221, 0.169, 0.211], [-0.412, -1.455, -0.463], [0.501, -0.276, -0.332]], "mulliken_charge": [-0.57, 0.68, -0.78, -0.81, 0.22, 0.22, -0.42, -0.39, -0.80, -0.78, 0.22, 0.35, 0.23, 0.42, 0.20, 0.43, 0.39, 0.21]}

***

| no. | total energy (eV) |
| --- | --- |
| 1 | -51984.4554 |
| 2 | -67255.6418 |
| 3 | -12954.3471 |
| 4 | -11840.7040 |